(1)
The following is a quantum chemistry calculation of a molecular structure, C33H25IrN8O4, from the Open Molecules 2025 dataset.

- Highest occupied orbital energy (alpha / beta): -9.67 / -9.77 eV
- Expectation value of S²: 0.753
- LUMO level (alpha / beta): -0.1529 / -0.1528 Ha
- HOMO-LUMO gap (alpha / beta): 5.5 / 5.6 eV
- Relative energy (zero: lowest compared OMol25 entry of this formula, charge and spin): 118.8 kJ/mol
- Molar mass: 789.83 g mol⁻¹

Geometry as ORCA input:
```
! RIJCOSX wB97M-V def2-TZVPD def2/J DEFGRID3
* xyz 1 2
Ir 0.07662 -0.31746 -0.27809
O -0.98303 -4.11592 -0.49140
C -0.74773 -2.94903 -0.72241
N -1.00120 -1.87471 0.08098
C -2.07333 -1.70859 0.96311
C -3.17800 -2.53422 1.07397
C -4.23030 -2.12922 1.88614
C -4.16950 -0.93491 2.58390
C -3.03565 -0.12573 2.52634
C -1.96904 -0.51701 1.72862
N -0.73430 0.20888 1.55507
C -0.35259 1.03340 2.53461
O -0.91638 1.34420 3.58051
C 0.98598 1.74616 2.33636
C 0.96884 3.12449 2.46657
C 2.07352 3.87186 2.11894
C 3.19353 3.21945 1.61507
C 3.20946 1.85027 1.61165
N 2.15157 1.11487 2.03913
C -0.17663 -2.49253 -2.05509
C -0.11161 -3.34382 -3.13907
C 0.17827 -2.80480 -4.38270
C 0.35842 -1.43600 -4.50445
C 0.30286 -0.64725 -3.36803
N 0.07451 -1.16607 -2.16449
H -3.21772 -3.46404 0.52593
H -5.10671 -2.75797 1.96652
H -5.00472 -0.62567 3.19770
H -2.97884 0.77532 3.11317
H 0.05056 3.56388 2.82727
H 2.06132 4.94853 2.21981
H 4.06480 3.75406 1.26806
H 4.07872 1.31075 1.28724
H -0.31496 -4.39400 -2.98593
H 0.23620 -3.44144 -5.25481
H 0.53669 -0.97883 -5.46666
H 0.43513 0.42439 -3.41516
N -3.65329 3.48240 0.51710
C -3.55936 2.43673 -0.49612
C -2.10765 2.03546 -0.66414
O -1.76224 1.00628 -1.20358
O -1.23687 2.90052 -0.15993
H -3.82015 3.08572 1.43468
H -4.40124 4.13404 0.32436
H -1.80427 3.59630 0.26230
H -3.88880 2.82526 -1.46196
H -4.13403 1.53137 -0.29226
N 5.69340 -1.24427 -2.95738
C 4.84773 -0.50689 -2.71645
C 3.78755 0.41090 -2.41562
C 3.64924 1.61141 -3.10878
C 2.59170 2.43843 -2.77389
C 1.70348 2.02726 -1.79250
N 1.82861 0.86728 -1.13448
C 2.86883 0.08566 -1.42543
H 4.35639 1.88061 -3.88076
H 2.44528 3.38726 -3.26910
H 0.85103 2.63417 -1.51294
H 2.96382 -0.83012 -0.85846
N 3.21258 -5.38309 3.85465
C 3.03280 -4.29106 3.55110
C 2.80988 -2.92689 3.16544
C 1.68348 -2.24712 3.61330
C 1.46558 -0.93256 3.24170
C 2.36895 -0.29899 2.39674
C 3.51968 -0.96056 1.97994
C 3.73467 -2.27491 2.35852
H 0.97515 -2.73730 4.26582
H 0.61375 -0.43150 3.67157
H 4.26758 -0.51311 1.34716
H 4.62555 -2.78917 2.02827
*
```

=====

(2)
The following is a quantum chemistry calculation of a molecular structure, C33H25N11S3SeW, from the Open Molecules 2025 dataset.

- Highest occupied orbital energy (alpha / beta): -12.87 / -12.87 eV
- LUMO level (alpha / beta): -0.2471 / -0.2471 Ha
- HOMO-LUMO gap (alpha / beta): 6.1 / 6.1 eV
- Relative energy (zero: lowest compared OMol25 entry of this formula, charge and spin): 15.2 kJ/mol
- Molar mass: 934.64 g mol⁻¹

Geometry as ORCA input:
```
! RIJCOSX wB97M-V def2-TZVPD def2/J DEFGRID3
* xyz 2 1
W -0.04550 -0.06878 0.22142
C 2.89818 4.40191 -0.59293
S 3.62653 3.19972 0.53394
C 2.52229 1.86632 0.47484
S 1.07679 1.91352 -0.50284
N 2.87971 0.81656 1.13477
N 2.02085 -0.24173 0.94004
C 2.45018 -1.36208 1.40373
C 1.62234 -2.50870 1.15243
C 2.01296 -3.79222 1.50628
C 1.21470 -4.86136 1.14815
C 0.06168 -4.60226 0.42575
C -0.26932 -3.29759 0.11286
N 0.47282 -2.23750 0.47787
H 3.57716 5.25238 -0.55436
H 1.91424 4.72202 -0.25969
H 2.86081 4.03368 -1.61480
H 3.40440 -1.41999 1.91149
H 2.94108 -3.93666 2.04117
H 1.49376 -5.87226 1.41030
H -0.58796 -5.40023 0.09651
H -1.16465 -3.10108 -0.45118
S -0.38611 0.22661 2.46712
C -1.57078 1.50882 2.47366
N -2.01089 1.92559 3.65831
N -2.76437 2.92934 3.86319
C -3.22810 4.00162 3.02219
C -2.35499 4.69353 2.19445
C -2.83889 5.78298 1.49369
C -4.16894 6.17156 1.62036
C -5.01978 5.48239 2.46848
C -4.54670 4.39168 3.18667
N -2.09933 1.94569 1.32108
N -1.64230 1.44334 0.24721
C -2.45625 1.77174 -0.89318
C -3.83845 1.81706 -0.73237
C -4.65099 2.02679 -1.83419
C -4.08990 2.20136 -3.09300
C -2.71035 2.18106 -3.24184
C -1.88769 1.95930 -2.14593
H -3.02981 3.02095 4.83822
H -1.31678 4.40185 2.10432
H -2.17166 6.34254 0.85241
H -4.53402 7.02546 1.06659
H -6.04887 5.79270 2.58370
H -5.19848 3.85276 3.86258
H -4.26962 1.68172 0.25054
H -5.72523 2.05579 -1.70887
H -4.72719 2.36717 -3.95116
H -2.26582 2.34491 -4.21473
H -0.81607 1.94572 -2.28076
Se -4.72933 -2.09101 -5.76217
N -2.99174 -1.70583 -5.65218
C -2.71155 -1.54822 -4.38691
C -1.38263 -1.20462 -3.89608
C -0.27016 -1.04929 -4.72076
C 0.93735 -0.71302 -4.14306
C 1.00761 -0.51040 -2.77047
N -0.05705 -0.62391 -1.97150
C -1.22497 -0.99804 -2.52747
C -2.32458 -1.19081 -1.60016
N -2.03154 -1.02221 -0.29517
C -2.98390 -1.25943 0.61324
C -4.26060 -1.66497 0.25620
C -4.57729 -1.81405 -1.08075
C -3.59130 -1.57664 -2.03596
C -3.80315 -1.72458 -3.46985
N -4.95963 -2.02510 -3.99569
H -0.36973 -1.20214 -5.78697
H 1.83346 -0.59857 -4.73569
H 1.93811 -0.22781 -2.29727
H -2.70303 -1.11502 1.64815
H -4.98791 -1.85610 1.03210
H -5.56541 -2.11597 -1.40220
*
```

=====

(3)
The following is a quantum chemistry calculation of a molecular structure, C33H25N4O5Pt, from the Open Molecules 2025 dataset.

- Highest occupied orbital energy: -10.55 eV
- LUMO level: -0.1524 Ha
- HOMO-LUMO gap: 6.4 eV
- Relative energy (zero: lowest compared OMol25 entry of this formula, charge and spin): 0.0 kJ/mol
- Molar mass: 752.66 g mol⁻¹

Geometry as ORCA input:
```
! RIJCOSX wB97M-V def2-TZVPD def2/J DEFGRID3
* xyz 1 1
Pt 0.66858 -0.86418 0.07514
C -3.03484 0.03946 -2.34257
C -1.73577 -0.49130 -1.85334
N -1.38985 -0.54333 -0.62232
N -2.27207 -0.22014 0.37910
C -1.78164 -0.70072 1.48795
O -0.64701 -1.33820 1.55266
C -2.49805 -0.52750 2.76566
C -3.78970 -0.00216 2.76904
C -4.45336 0.18272 3.96897
C -3.83232 -0.15261 5.16540
C -2.54677 -0.67538 5.16289
C -1.87774 -0.86629 3.96503
C -0.73058 -1.08505 -2.76971
C -0.89799 -1.09997 -4.14324
C 0.12196 -1.60987 -4.93496
C 1.27114 -2.07884 -4.32766
C 1.35433 -2.04513 -2.94412
N 0.37112 -1.58631 -2.17796
H -3.56784 0.51466 -1.52457
H -3.65681 -0.75187 -2.76458
H -2.83951 0.77016 -3.13015
H -4.26013 0.25516 1.83044
H -5.45691 0.58605 3.97384
H -4.35284 -0.00418 6.10226
H -2.06653 -0.93663 6.09623
H -0.87565 -1.27107 3.95214
H -1.79833 -0.70172 -4.58727
H 0.02625 -1.61264 -6.01211
H 2.10723 -2.44762 -4.90313
H 2.25193 -2.37262 -2.43632
C 3.05387 -4.29676 0.57371
C 3.86975 -3.97190 1.65232
C 3.72616 -2.75111 2.27853
C 2.77498 -1.85367 1.81166
N 2.00762 -2.19051 0.75928
C 2.12534 -3.37678 0.14788
C 2.45387 -0.53409 2.33073
C 3.07118 0.08122 3.41489
C 2.67809 1.35279 3.79233
C 1.66646 2.00108 3.09814
C 1.03219 1.39302 2.01979
C 1.44119 0.13240 1.64086
H 3.13290 -5.24668 0.06673
H 4.61033 -4.67703 2.00413
H 4.34040 -2.48268 3.12538
H 1.44900 -3.56567 -0.67257
H 3.85653 -0.42638 3.95982
H 3.16075 1.84131 4.62692
H 1.35725 2.99276 3.40051
H 0.22397 1.90511 1.51487
O 3.12019 0.50924 -2.88376
C 2.23887 0.70178 -2.07584
O 2.18343 -0.09550 -1.00891
C 1.23954 1.79417 -2.26986
C 1.36372 2.59169 -3.40200
C 0.42811 3.58242 -3.69877
C -0.62489 3.72616 -2.82955
O -1.66003 4.60480 -2.90625
C -2.48973 4.35674 -1.76914
O -1.87633 3.31598 -0.99847
C -0.75675 2.94948 -1.68786
C 0.16698 1.99160 -1.38129
H 2.20456 2.42104 -4.05925
H 0.52025 4.20926 -4.57398
H -3.47331 4.02547 -2.10665
H -2.55700 5.26074 -1.16409
H 0.13028 1.36565 -0.50297
*
```

=====

(4)
The following is a quantum chemistry calculation of a molecular structure, C33H26BF10N3O4S2SeSr, from the Open Molecules 2025 dataset.

- Highest occupied orbital energy: -2.85 eV
- LUMO level: 0.1491 Ha
- HOMO-LUMO gap: 6.9 eV
- Relative energy (zero: lowest compared OMol25 entry of this formula, charge and spin): 104.2 kJ/mol
- Molar mass: 960.09 g mol⁻¹

Geometry as ORCA input:
```
! RIJCOSX wB97M-V def2-TZVPD def2/J DEFGRID3
* xyz -2 1
Sr 0.29427 -0.27139 0.25160
S -2.49652 -1.13924 -0.76363
C -2.48783 -1.51001 0.91052
N -1.50888 -1.27730 1.76221
C -1.84300 -1.64223 3.05318
C -1.01923 -1.48324 4.16401
C -1.47446 -1.88400 5.40664
C -2.74478 -2.44537 5.55844
C -3.57307 -2.60766 4.45988
C -3.11570 -2.20396 3.21238
S -3.90494 -2.24969 1.67368
H -0.03490 -1.04840 4.05306
H -0.83306 -1.75300 6.26738
H -3.08684 -2.75114 6.53869
H -4.55885 -3.03961 4.57328
O 2.34307 -0.11128 1.68747
C 2.37874 0.98375 2.63516
C 1.15016 1.95145 2.41037
O 1.07206 2.91650 3.15288
O 0.39895 1.62379 1.44945
C 3.63263 1.80835 2.38538
C 3.79615 2.36725 1.12558
C 4.91796 3.11906 0.82126
C 5.88721 3.33243 1.79418
C 5.72284 2.78881 3.05922
C 4.59912 2.02662 3.35414
C 2.34713 0.33278 4.00960
C 1.92087 1.02689 5.13928
C 1.90874 0.40585 6.37951
C 2.32488 -0.91137 6.51906
C 2.75841 -1.60505 5.39857
C 2.77275 -0.98627 4.15586
H 2.79487 0.18919 0.88304
H 3.03457 2.26024 0.36698
H 5.00694 3.53408 -0.17123
H 6.76324 3.92860 1.56834
H 6.47235 2.95200 3.82466
H 4.48194 1.59883 4.34201
H 1.58450 2.04839 5.01864
H 1.55947 0.95904 7.24338
H 2.30618 -1.39251 7.48900
H 3.07680 -2.63608 5.48489
H 3.09092 -1.53545 3.28215
C 0.82606 -1.79449 -2.85228
C 1.58980 -2.49798 -1.73113
O 1.17589 -2.13022 -0.50703
C 3.11420 -2.18094 -1.90274
F 3.47016 -1.93188 -3.17615
F 3.44770 -1.09886 -1.20129
F 3.92169 -3.16556 -1.48143
C 1.39406 -4.02167 -1.91553
F 1.90051 -4.76368 -0.93380
F 0.09310 -4.32624 -1.98071
F 1.94325 -4.48063 -3.06101
H 1.07366 -0.73541 -2.83086
H -0.23627 -1.92161 -2.65236
H 1.06318 -2.17669 -3.84467
C -3.30404 0.03704 -4.29391
N -1.99079 0.59664 -4.52169
C -1.48658 1.72367 -3.93184
Se -2.37531 2.90876 -2.85023
N -0.20139 1.81904 -4.34486
C 0.13351 0.77192 -5.17286
C 1.31083 0.44047 -5.81451
C 1.28716 -0.69559 -6.61244
C 0.12761 -1.46295 -6.76314
C -1.05067 -1.12537 -6.10757
C -1.01698 0.00014 -5.30567
H -3.75634 0.57838 -3.46623
H -3.20808 -1.01367 -4.02475
H -3.92613 0.13856 -5.18603
H 0.47897 2.45839 -3.93323
H 2.20845 1.02310 -5.65635
H 2.19255 -0.99877 -7.11922
H 0.15304 -2.34651 -7.38389
H -1.94175 -1.72925 -6.19381
F 1.66237 1.30499 -1.88255
B 2.58201 2.22751 -2.44398
F 2.13103 2.44529 -3.77514
F 3.85122 1.69988 -2.45191
F 2.55032 3.41765 -1.74771
*
```

=====

(5)
The following is a quantum chemistry calculation of a molecular structure, C33H26BF5N9O2STi, from the Open Molecules 2025 dataset.

- Highest occupied orbital energy (alpha / beta): -10.66 / -10.66 eV
- LUMO level (alpha / beta): -0.1598 / -0.1598 Ha
- HOMO-LUMO gap (alpha / beta): 6.3 / 6.3 eV
- Relative energy (zero: lowest compared OMol25 entry of this formula, charge and spin): 0.0 kJ/mol
- Molar mass: 766.37 g mol⁻¹

Geometry as ORCA input:
```
! RIJCOSX wB97M-V def2-TZVPD def2/J DEFGRID3
* xyz 1 1
Ti -0.45417 -1.82494 -0.48490
C 1.27915 0.86020 2.39115
C 0.29063 0.51979 1.50982
N 0.65896 -0.54815 0.81194
N 1.90874 -0.91383 1.23851
C 2.25303 -0.08272 2.23470
B 2.57857 -2.23697 0.68166
N 1.64450 -3.37294 1.11584
C 1.89641 -4.49204 1.77144
C 0.76327 -5.27732 1.73369
C -0.15882 -4.56711 1.01753
N 0.36207 -3.39237 0.59621
N 2.54210 -2.19703 -0.86151
C 3.49469 -2.44806 -1.80436
C 2.93030 -2.36849 -3.08120
C 1.57969 -2.12062 -2.81911
N 1.37882 -1.95544 -1.51026
N 3.97806 -2.34441 1.23817
C 4.96467 -1.42752 1.06410
C 5.91247 -1.61601 2.04444
C 5.33793 -2.66686 2.86046
N 4.22115 -3.06184 2.35596
H 1.31307 1.66552 3.10301
H -0.62375 0.98324 1.27356
H 3.20884 -0.20697 2.72739
H 2.87030 -4.67376 2.23326
H 0.62914 -6.25460 2.19271
H -1.16416 -4.83706 0.75811
H 4.50302 -2.64902 -1.51757
H 3.38570 -2.50466 -4.02669
H 0.75021 -2.01346 -3.49152
H 4.92569 -0.72709 0.26696
H 6.84162 -1.06178 2.16059
H 5.79501 -3.14568 3.70439
F -3.91367 -4.12109 4.91579
C -3.52779 -3.88818 3.66191
C -2.69207 -2.82855 3.34667
F -2.19204 -2.03246 4.30206
C -2.51647 -2.55870 2.01349
F -1.72011 -1.58232 1.68535
C -2.99133 -3.33345 0.95782
S -2.47066 -2.95819 -0.68954
C -3.82143 -4.40963 1.36176
F -4.22209 -5.21517 0.41794
C -4.04234 -4.72926 2.67612
F -4.73966 -5.79314 3.00529
C -0.00004 6.72045 0.33504
C -1.22458 5.87484 -0.02183
C -2.46477 6.52032 -0.06530
C -3.61292 5.80426 -0.37170
C -3.51155 4.43128 -0.68423
C -2.24398 3.83906 -0.70567
N -2.13677 2.47747 -1.15498
C -1.83669 2.22986 -2.44780
C -1.83960 3.31397 -3.38349
C -1.37604 3.09916 -4.66138
C -0.83460 1.85721 -5.06680
C -0.87888 0.80420 -4.20871
C -1.44071 0.93963 -2.91139
C -1.32295 -0.13570 -1.95172
O -1.39121 0.00823 -0.66736
O -1.02785 -1.33605 -2.36212
C -1.09910 4.54613 -0.36556
C 0.28500 3.90824 -0.32365
H -0.34801 7.71153 0.56276
H 0.78433 6.75830 -0.43523
H 0.49631 6.34440 1.23978
H -2.58312 7.53830 0.17849
H -4.55771 6.29954 -0.41948
H -4.39120 3.86434 -0.92194
H -1.98909 1.77394 -0.46659
H -2.17885 4.29976 -3.08466
H -1.37551 3.92029 -5.36185
H -0.41158 1.78007 -6.05727
H -0.38574 -0.09894 -4.50042
H 0.93599 4.36106 -1.06653
H 0.29157 2.82884 -0.45926
H 0.72258 4.12611 0.66772
*
```

=====

(6)
The following is a quantum chemistry calculation of a molecular structure, C33H26BrClINO3PPd, from the Open Molecules 2025 dataset.

- Highest occupied orbital energy (alpha / beta): -4.29 / -4.28 eV
- LUMO level (alpha / beta): -0.0266 / -0.0252 Ha
- HOMO-LUMO gap (alpha / beta): 3.6 / 3.6 eV
- Relative energy (zero: lowest compared OMol25 entry of this formula, charge and spin): 330.1 kJ/mol
- Molar mass: 864.23 g mol⁻¹

Geometry as ORCA input:
```
! RIJCOSX wB97M-V def2-TZVPD def2/J DEFGRID3
* xyz -1 1
Pd -0.49486 -0.66544 -0.00128
C 5.43886 4.83735 0.01580
C 5.67241 3.85250 0.96108
C 4.88571 2.71330 0.99772
C 3.84972 2.54979 0.08505
C 3.63261 3.54222 -0.86946
C 4.41585 4.67760 -0.90526
P 2.71709 1.10386 -0.06847
C 3.39513 -0.00771 1.21298
C 2.62890 -0.50193 2.26222
C 3.15035 -1.46615 3.10784
C 4.42736 -1.96068 2.89975
C 5.19067 -1.48519 1.84521
C 4.67519 -0.51927 1.00354
C 1.22144 1.80169 0.74033
C 1.34431 2.93068 1.55142
C 0.22583 3.56675 2.05363
C -1.02841 3.10900 1.68599
C -1.15184 1.97934 0.89395
C -0.04245 1.25091 0.44398
H 6.05179 5.72660 -0.00671
H 6.46873 3.97353 1.68344
H 5.07614 1.95578 1.74572
H 2.82831 3.40601 -1.58034
H 4.23184 5.43805 -1.65149
H 1.61305 -0.14633 2.39717
H 2.55781 -1.84706 3.92768
H 4.82245 -2.73277 3.54500
H 6.17840 -1.89119 1.66753
H 5.25638 -0.16094 0.16162
H 2.32765 3.30856 1.80176
H 0.33208 4.42917 2.70017
H -1.91654 3.61930 2.03424
H -2.15076 1.66519 0.61284
Br 4.43386 -3.59739 -3.27942
C 3.12019 -2.63503 -2.27938
C 2.88881 -2.98863 -0.96586
C 1.92901 -2.29409 -0.24584
C 1.23227 -1.22403 -0.80657
C 1.47091 -0.92500 -2.15169
C 2.41085 -1.61893 -2.89251
H 3.42832 -3.80563 -0.50687
H 1.72390 -2.61483 0.77155
H 0.90519 -0.12927 -2.62552
H 2.57435 -1.38193 -3.93483
Cl -4.33012 -7.65445 -2.88274
C -3.51296 -6.23079 -2.33400
C -2.69019 -6.31051 -1.22258
C -2.02880 -5.17400 -0.80073
C -2.18112 -3.97672 -1.48899
C -3.01838 -3.91144 -2.59535
C -3.69339 -5.04071 -3.01948
C -1.46668 -2.75502 -0.99865
O -1.38749 -1.75423 -1.74366
O -0.94082 -2.80078 0.13828
H -2.58107 -7.24554 -0.69411
H -1.39209 -5.19527 0.07106
H -3.14154 -2.96838 -3.10713
H -4.35904 -5.00513 -3.86865
N -2.15538 -1.39136 2.53443
C -3.06046 -0.92763 1.58574
O -2.60227 -0.41571 0.52778
C -4.42368 -1.01608 1.87555
I -4.99339 -3.68247 1.10376
H -1.22821 -1.57891 2.14038
H -2.49520 -2.12875 3.13256
H -5.12937 -0.55440 1.20978
H -4.74941 -1.24552 2.87304
*
```